45
Properties=species:S:1:pos:R:3:forces:R:3 method="wB97M-V/def2-TZVPD" charge=-1 multiplicity=1 mol_weight_g_mol=397.2 orbital_gap_ha=0.276 e_homo_ev=-4.5428 lumo_energy_ha=0.109
C 4.453983 1.695929 -0.252152 0.14 -0.05 -0.14
C 3.760811 0.437923 -0.769525 0.00 -0.07 0.00
C 2.465927 0.095828 -0.000270 0.05 0.25 0.00
C 1.226625 0.113714 -0.890872 0.15 -0.13 -0.05
P -0.494841 -0.436566 -0.258224 -0.12 0.85 0.06
C 0.054926 -0.846223 1.545878 -0.23 -0.24 0.10
O 0.416806 0.303824 2.310244 0.11 0.11 0.02
C -0.268837 0.416587 3.523848 0.00 -0.02 0.02
C -2.289272 -1.162631 0.132438 -0.21 -0.14 -0.03
O -2.946619 -1.493613 -1.119146 -0.06 0.06 -0.07
N -3.750155 -2.581270 -1.009750 -0.13 -0.01 -0.10
O -4.337430 -2.794570 -2.017217 0.19 0.05 0.17
C -1.093336 1.334518 0.210061 0.04 0.10 0.00
C -2.041492 1.955366 -0.798283 -0.18 -0.07 0.21
C -2.834090 3.135905 -0.257158 -0.09 -0.03 -0.04
Br -1.096559 2.596857 -2.405584 0.01 0.00 -0.10
P 0.192830 -2.646276 -0.872033 0.31 -0.22 0.17
O 1.570016 -3.083628 -0.488931 -0.04 -0.06 -0.07
O -0.915466 -3.775990 -0.406664 -0.13 -0.20 -0.30
O 0.058383 -2.763201 -2.508893 0.05 -0.31 -0.09
H 4.710941 1.586558 0.804766 -0.08 0.07 0.00
H 5.385321 1.893513 -0.792902 -0.04 0.00 0.00
H 3.814833 2.574820 -0.370685 -0.03 -0.04 0.10
H 4.458765 -0.402769 -0.706383 -0.02 0.02 -0.03
H 3.530521 0.559355 -1.832846 0.03 0.03 0.03
H 2.343631 0.836526 0.796904 -0.05 -0.15 0.08
H 2.575698 -0.882825 0.465337 -0.03 0.01 -0.01
H 1.079554 1.129508 -1.275784 -0.06 -0.05 0.01
H 1.432401 -0.501236 -1.776920 -0.09 -0.02 0.04
H -0.959806 -0.288824 -1.621343 0.05 -0.15 -0.03
H -0.787965 -1.354147 2.032234 0.03 0.06 0.03
H 0.887040 -1.556537 1.551126 0.01 0.06 -0.11
H -0.006875 -0.394238 4.219112 -0.04 0.01 -0.03
H 0.009260 1.369038 3.979552 0.01 -0.02 -0.02
H -1.358899 0.405393 3.375910 0.03 -0.01 0.03
H -2.930603 -0.421881 0.626027 0.10 -0.01 0.03
H -2.276668 -2.068893 0.736849 0.08 0.00 -0.03
H -1.665319 1.274851 1.144287 0.08 -0.06 -0.01
H -0.264083 2.014823 0.420020 0.03 -0.06 -0.06
H -2.728742 1.199441 -1.183451 0.10 0.01 -0.10
H -2.192724 4.006192 -0.113136 0.01 -0.05 0.10
H -3.280106 2.857256 0.702381 0.02 0.03 -0.03
H -3.638534 3.415614 -0.940015 0.05 0.04 -0.02
H -1.063048 -4.422595 -1.115205 0.03 0.19 0.25
H 0.793197 -3.331423 -2.793602 -0.06 0.25 0.01